1.
Entry from OMol25: C15H19BN8OPd as an isolated structure (ωB97M-V/def2-TZVPD).

As for the spin multiplicity: 2. Its HOMO-LUMO gap (spin up / spin down) is 7.789 / 6.332 eV. The net charge is +1. As for the expectation value of S²: 0.76. Its highest occupied orbital energy (spin up / spin down) is -12.11 / -12.11 eV. The LUMO energy (spin up / spin down) is -4.32 / -5.77 eV.

Last column: Mulliken spin population.
Geometry (Å):
Pd1 0.82267 0.81392 1.16662  0.592
C1 -0.65675 -2.93473 2.25559  0.002
C2 -0.00524 -1.74581 2.55708  0.023
N1 -0.16989 -0.89094 1.54839  0.051
N2 -0.89130 -1.49695 0.58560  0.019
C3 -1.18610 -2.73961 0.99417  0.013
B1 -1.00303 -0.81257 -0.80993  -0.019
N3 -1.47264 0.65696 -0.59499  0.034
C4 -2.54811 1.26969 -1.11340  0.006
C5 -2.56114 2.57996 -0.67650  0.005
C6 -1.43256 2.69863 0.12746  -0.003
N4 -0.78534 1.53465 0.15814  0.015
N5 0.43554 -0.77858 -1.39080  0.000
C7 0.99687 -1.42918 -2.42274  0.001
C8 2.34785 -1.14846 -2.43862  0.012
C9 2.55037 -0.30222 -1.35356  -0.005
N6 1.39343 -0.08253 -0.73694  0.243
N7 -2.00461 -1.51265 -1.67029  0.000
C10 -3.21990 -2.02280 -1.33779  0.000
C11 -3.91674 -2.24016 -2.49609  0.000
C12 -3.04386 -1.80877 -3.51216  0.000
N8 -1.91082 -1.35928 -3.01694  0.000
H1 -0.73200 -3.81511 2.86600  0.000
H2 0.57011 -1.46031 3.42152  -0.001
H3 -1.73590 -3.41585 0.36163  0.001
H4 -3.21786 0.74216 -1.77071  0.001
H5 -3.27919 3.34239 -0.91455  0.000
H6 -1.05535 3.55358 0.66346  0.002
H7 0.39340 -2.01918 -3.08643  -0.001
H8 3.08102 -1.50013 -3.14048  0.002
H9 3.46058 0.14844 -1.00028  0.003
H10 -3.52296 -2.15563 -0.31169  0.000
H11 -4.90318 -2.65432 -2.59543  0.000
H12 -3.19690 -1.81206 -4.57810  0.000
C13 2.27272 2.73642 3.21753  -0.023
C14 2.62396 1.81547 2.06650  0.047
C15 3.93056 2.13198 1.35905  0.002
O1 2.39423 0.50843 2.28179  -0.020
H13 2.33054 3.78455 2.92789  -0.001
H14 2.99682 2.55656 4.01327  0.003
H15 1.27965 2.52272 3.61106  0.006
H16 1.77849 2.14667 1.14699  -0.012
H17 4.72451 1.90646 2.07143  -0.001
H18 3.99625 3.18207 1.08342  0.000
H19 4.07180 1.50610 0.48382  0.004

=====

2.
Entry from OMol25: one molecule with the formula C3H5NO2 in a non-equilibrium geometry (ωB97M-V/def2-TZVPD).

As for the spin multiplicity: 1. Its HOMO-LUMO gap is 10.031 eV. The net charge is 0. Its highest occupied orbital energy is -9.38 eV. As for the SMILES: O=CCNC=O. The LUMO energy is 0.66 eV.

Last column: Mulliken charge in e.
Geometry (Å):
O1 -1.48867 -1.72430 -0.91113  -0.529
C1 -0.87174 -0.70897 -0.73113  0.128
C2 -0.88829 0.38886 0.36889  -0.368
N1 0.57053 0.86239 0.33069  -0.213
C3 1.39460 -0.21170 0.23793  0.058
O2 0.94897 -1.33221 0.05032  -0.514
H1 -0.36245 -0.14075 -1.53569  0.268
H2 -1.13239 0.18634 1.41267  0.284
H3 -1.70116 1.01865 -0.04718  0.275
H4 1.04872 1.74806 0.51428  0.222
H5 2.48187 -0.08638 0.31036  0.390

=====

3.
Entry from OMol25: one molecule with the formula BrH2P in a non-equilibrium geometry (ωB97M-V/def2-TZVPD).

As for the spin multiplicity: 1. Its HOMO-LUMO gap is 9.491 eV. The net charge is 0. Its highest occupied orbital energy is -9.95 eV. As for the SMILES: PBr. The LUMO energy is -0.46 eV.

Last column: Mulliken charge in e.
Geometry (Å):
P1 -0.32671 0.65331 -0.01284  -0.011
Br1 1.89522 -0.25398 -0.01678  -0.180
H1 -0.90772 -0.16104 -0.98579  0.095
H2 -0.66078 -0.23829 1.01540  0.096

=====

4.
Entry from OMol25: one molecule with the formula C9H8 in a non-equilibrium geometry (ωB97M-V/def2-TZVPD).

As for the spin multiplicity: 1. Its HOMO-LUMO gap (spin up / spin down) is 8.042 / 7.401 eV. The net charge is 0. Its highest occupied orbital energy (spin up / spin down) is -8.23 / -7.26 eV. The LUMO energy (spin up / spin down) is -0.19 / 0.14 eV.

Last column: Mulliken charge in e.
Geometry (Å):
C1 1.38215 -2.01759 -1.83346  -0.576
C2 1.36739 -1.08183 -0.97886  -0.564
C3 -0.40347 0.95689 1.69286  -1.012
C4 -0.51718 1.61866 0.55199  0.344
C5 -0.34868 2.41228 -0.64565  -0.129
C6 -0.95974 -1.22486 0.39298  -0.693
C7 0.02015 -0.45699 1.29868  0.011
C8 -0.25125 0.87021 -0.67871  -0.550
C9 0.17335 -0.42456 -0.15966  0.996
H1 0.81028 -2.68448 -2.41225  0.365
H2 2.35163 -0.71887 -0.71987  0.246
H3 -0.74522 1.21950 2.71538  0.333
H4 -1.24885 2.90108 -1.05014  0.208
H5 0.71923 3.00374 -0.78796  0.182
H6 -0.98466 -2.38988 0.39869  0.278
H7 -2.02093 -0.80587 0.25152  0.228
H8 0.65582 -1.17742 1.96445  0.334

=====

5.
Entry from OMol25: a 4-piece molecular cluster, C29H38FN2O4S overall in a non-equilibrium geometry (ωB97M-V/def2-TZVPD).

As for the spin multiplicity: 1. Its HOMO-LUMO gap is 8.285 eV. The net charge is +1. Its highest occupied orbital energy is -11.05 eV. The LUMO energy is -2.76 eV.

Last column: Mulliken charge in e.
Geometry (Å):
C1 -0.87659 0.03634 3.98711  -0.218
C2 -0.90765 0.56969 2.91439  -1.439
C3 -0.72345 1.21379 1.61413  2.596
C4 -1.97659 2.08767 1.35228  -1.907
C5 -0.62162 0.16908 0.43354  -1.356
C6 -0.37548 -1.28218 0.85735  -1.040
N1 -1.63244 -1.97091 1.16251  0.066
C7 -1.56467 -2.89762 2.30099  -0.986
O1 0.33158 0.62174 -0.52464  -0.553
C8 1.65374 0.58302 -0.01205  -0.843
C9 1.72816 1.17340 1.39900  -0.402
O2 2.91278 1.85513 1.61270  -0.118
C10 3.92321 0.96805 2.11885  -0.260
C11 5.30600 1.60080 2.14593  -1.261
N2 0.54194 2.08813 1.61195  -0.071
S1 0.76790 3.13308 3.04116  1.237
O3 -0.50991 3.49937 3.49879  -0.552
O4 1.71012 4.09881 2.64704  -0.492
F1 1.40938 2.11924 3.98290  -0.160
H1 -0.81134 -0.49816 4.90785  0.486
H2 -2.78931 1.42817 1.05747  0.463
H3 -1.79432 2.76711 0.51512  0.479
H4 -2.29824 2.61923 2.24147  0.469
H5 -1.56975 0.15112 -0.09961  0.988
H6 0.05353 -1.76090 -0.03232  0.493
H7 0.38043 -1.38926 1.64081  0.259
H8 -2.35479 -1.27796 1.31123  0.308
H9 -2.10600 -3.80841 2.04179  0.336
H10 -2.01993 -2.49431 3.20867  0.316
H11 -0.53873 -3.18863 2.51805  0.358
H12 2.24894 1.21871 -0.66838  0.547
H13 2.05743 -0.43014 -0.02187  0.365
H14 1.65216 0.36683 2.13554  0.377
H15 4.00192 0.06261 1.50746  0.334
H16 3.66059 0.62973 3.12902  0.380
H17 5.36783 2.43128 2.84558  0.333
H18 5.95810 0.79973 2.49251  0.418
H19 5.56638 1.91721 1.13796  0.261
H20 0.47055 2.72857 0.80812  0.701
C12 -3.84835 -5.38135 -0.52432  -0.477
C13 -4.64025 -6.50741 -0.70151  -0.499
C14 -5.91675 -6.55017 -0.15816  -0.428
C15 -6.40488 -5.46472 0.55641  -0.367
C16 -5.61433 -4.33767 0.73139  -0.606
C17 -4.33456 -4.29730 0.19404  0.079
H21 -2.85138 -5.34875 -0.94707  0.388
H22 -4.26269 -7.35180 -1.26337  0.372
H23 -6.53228 -7.42999 -0.29227  0.371
H24 -7.40188 -5.49752 0.97602  0.371
H25 -5.99692 -3.49057 1.28708  0.360
H26 -3.71483 -3.41925 0.33277  0.466
C18 -1.40573 -0.20288 -3.72247  -0.575
C19 -1.53738 -1.07549 -2.65079  -0.006
C20 -2.49491 -2.08109 -2.68035  -0.309
C21 -3.31749 -2.21929 -3.78935  -0.503
C22 -3.18430 -1.34945 -4.86338  -0.422
C23 -2.23170 -0.33970 -4.82950  -0.427
H27 -0.65958 0.58189 -3.69538  0.394
H28 -0.89180 -0.96783 -1.79305  0.349
H29 -2.59916 -2.75606 -1.83921  0.369
H30 -4.06160 -3.00474 -3.81599  0.428
H31 -3.82454 -1.45850 -5.72891  0.379
H32 -2.13262 0.33919 -5.66639  0.374
C24 5.50121 3.44535 -2.18756  -0.505
C25 6.19586 4.36433 -2.96115  -0.436
C26 5.99460 5.72422 -2.77038  -0.457
C27 5.10387 6.16622 -1.80184  -0.441
C28 4.41023 5.24788 -1.02697  -0.555
C29 4.60675 3.88739 -1.22173  0.288
H33 5.65874 2.38437 -2.33836  0.361
H34 6.89464 4.02064 -3.71242  0.368
H35 6.53296 6.44056 -3.37674  0.372
H36 4.95049 7.22673 -1.65130  0.372
H37 3.71609 5.59352 -0.27076  0.394
H38 4.06263 3.17006 -0.61741  0.243

=====

6.
Entry from OMol25: C4H6N2O as an isolated structure (ωB97M-V/def2-TZVPD).

As for the spin multiplicity: 1. Its HOMO-LUMO gap is 8.853 eV. The net charge is 0. Its highest occupied orbital energy is -8.11 eV. The LUMO energy is 0.74 eV.

Last column: Mulliken charge in e.
Geometry (Å):
C1 2.16590 0.03487 -0.50907  -0.644
O1 1.24377 -0.63258 0.40067  -0.153
C2 -0.12901 -0.10893 0.38305  0.329
C3 -0.95335 -1.01629 -0.19859  -0.822
N1 -2.12604 -0.29759 -0.00883  0.135
C4 -1.87830 0.89340 0.62227  -0.263
N2 -0.59341 1.04636 0.89575  -0.596
H1 1.71016 0.06967 -1.50059  0.316
H2 3.09347 -0.53788 -0.49740  0.265
H3 2.31661 1.03707 -0.11164  0.318
H4 0.84269 -1.48083 -0.03191  0.492
H5 -3.03647 -0.61676 -0.29911  0.192
H6 -2.65602 1.60949 0.85540  0.433

=====

| no. | E (eV) | molar mass (g/mol) |
| --- | --- | --- |
| 1 | -33982.013 | 444.60 |
| 2 | -8775.706 | 87.08 |
| 3 | -79363.455 | 112.89 |
| 4 | -9452.704 | 116.16 |
| 5 | -55401.145 | 529.70 |
| 6 | -9268.734 | 98.10 |